This record from the Open Molecules 2025 dataset describes an isolated molecule of C21H18F2N2O5 in a non-equilibrium geometry. The level of theory is the ωB97M-V functional and the def2-TZVPD basis.

## Properties
energy: -1496.4577 hartree
energy above the lowest of the compared OMol25 structures with the same formula, charge and spin: 0.0 kcal/mol
molar mass: 416.38 g mol⁻¹
gap between HOMO and LUMO: 9.789 eV
SMILES string: COC(=O)[C@H](Cc1ccccc1)NC(=O)c1cc(COc2c(F)cccc2F)on1
LUMO energy: 0.717 eV
E_HOMO: -9.1 eV

```
48
Properties=species:S:1:pos:R:3:forces:R:3:lowdin_charge:R:1
C -5.656155 -0.769699 -2.204514 -0.03 0.18 -0.36 -0.037
O -4.916658 -1.231749 -1.079433 -0.10 -0.19 0.41 -0.028
C -3.598390 -1.062701 -1.138876 0.37 -0.17 -0.02 -0.472
O -3.016907 -0.579741 -2.073700 -0.03 0.02 -0.07 0.139
C -2.917201 -1.530027 0.137471 -0.18 -0.14 0.26 -0.189
C -3.342575 -0.609819 1.309407 0.04 -0.08 -0.15 -0.070
C -3.113188 0.831671 0.954309 -0.06 -0.04 0.18 -0.229
C -4.161828 1.619555 0.497190 -0.01 0.00 0.01 -0.046
C -3.942849 2.930113 0.111702 -0.05 0.08 -0.06 -0.079
C -2.669284 3.468330 0.175884 -0.01 0.09 -0.04 -0.090
C -1.619066 2.692572 0.635674 0.09 0.04 -0.01 -0.074
C -1.839934 1.383536 1.024352 0.00 0.02 0.03 -0.037
N -1.494689 -1.503210 -0.073349 -0.10 0.11 -0.27 0.120
C -0.644801 -2.251825 0.654631 -0.42 0.35 -0.35 -0.436
O -0.992179 -3.021863 1.528550 0.12 -0.17 0.21 0.086
C 0.779715 -2.043632 0.292147 1.07 0.04 -0.13 -0.180
C 1.901545 -2.723120 0.828098 0.43 0.37 -0.43 0.072
C 2.958845 -2.155044 0.175508 -0.72 -0.50 0.51 -0.225
C 4.432764 -2.399839 0.268268 -0.04 -0.31 0.15 -0.091
O 5.202250 -1.493926 -0.484731 0.09 0.20 -0.10 0.014
C 5.134737 -0.160766 -0.238873 0.13 0.35 -0.03 -0.139
C 4.554011 0.494647 0.846010 0.08 0.11 0.01 -0.190
F 3.949637 -0.210344 1.835285 0.12 0.00 -0.17 0.071
C 4.565155 1.872959 0.971449 -0.02 -0.13 0.01 -0.012
C 5.177781 2.650503 0.009510 -0.02 -0.13 0.01 -0.078
C 5.780533 2.042473 -1.079165 0.01 -0.16 -0.06 -0.009
C 5.749066 0.669201 -1.188152 -0.05 -0.04 0.11 -0.193
F 6.334042 0.083088 -2.247030 -0.10 0.00 0.15 0.093
O 2.505014 -1.218391 -0.670832 0.75 -0.22 -0.01 0.038
N 1.163655 -1.153302 -0.592402 -1.27 0.10 0.09 0.134
H -6.702858 -0.950141 -1.974807 0.06 0.00 0.01 0.095
H -5.471481 0.294401 -2.363809 -0.04 -0.07 0.01 0.097
H -5.360210 -1.316278 -3.101599 -0.04 0.05 0.06 0.099
H -3.220146 -2.556603 0.375361 0.01 0.16 -0.11 0.165
H -4.397147 -0.789004 1.520204 0.03 0.00 0.06 0.124
H -2.752568 -0.897126 2.181079 -0.07 -0.06 -0.02 0.126
H -5.158474 1.203159 0.447633 -0.10 -0.06 0.01 0.114
H -4.767785 3.532193 -0.240910 -0.06 0.05 -0.02 0.102
H -2.496875 4.489732 -0.129368 0.02 0.08 -0.02 0.100
H -0.623389 3.107415 0.690279 0.08 0.03 0.01 0.103
H -1.017317 0.783701 1.385593 0.08 -0.04 0.06 0.111
H -1.141237 -0.891903 -0.797780 0.04 -0.06 -0.01 0.134
H 1.898045 -3.490514 1.570624 0.02 -0.19 0.20 0.125
H 4.731660 -2.410690 1.325167 -0.07 0.01 -0.23 0.144
H 4.668505 -3.378784 -0.164101 -0.06 0.18 0.10 0.149
H 4.089950 2.310752 1.834561 -0.06 0.01 0.10 0.120
H 5.188240 3.723572 0.106411 0.00 0.11 0.01 0.107
H 6.270063 2.616465 -1.848943 0.06 0.02 -0.10 0.120
```
Forces are in eV/Å.

***

This record from the Open Molecules 2025 dataset describes a 2-piece molecular cluster, C6H12N2 overall in a non-equilibrium geometry. The level of theory is the ωB97M-V functional and the def2-TZVPD basis.

## Properties
energy: -345.2549 hartree
energy above the lowest of the compared OMol25 structures with the same formula, charge and spin: 45.8 kcal/mol
molar mass: 112.18 g mol⁻¹
gap between HOMO and LUMO: 9.810 eV
SMILES string: Cc1c[nH]cn1.CC
LUMO energy: 0.988 eV
E_HOMO: -8.8 eV

```
20
Properties=species:S:1:pos:R:3:forces:R:3:lowdin_charge:R:1
C -1.737701 -0.536839 -1.220464 1.71 0.14 -0.34 -0.052
C -1.129663 -1.036292 0.031906 1.25 0.02 3.79 -0.329
C -1.082794 -2.301014 0.597806 2.04 0.14 0.02 -0.063
N -0.108266 -2.268436 1.677782 -1.70 1.88 -2.33 0.017
C 0.297905 -0.946962 1.785220 -1.43 0.33 -1.84 -0.184
N -0.267533 -0.162346 0.832227 0.06 -2.64 0.68 0.073
H -1.373568 -1.313721 -1.858510 -0.84 -0.69 -1.30 0.066
H -1.027725 0.240081 -1.516796 -0.65 0.62 -0.02 0.069
H -2.786283 -0.250847 -1.367115 0.41 -0.30 0.49 0.086
H -1.206654 -3.316191 0.170979 -0.69 0.98 0.34 0.114
H -0.250789 -2.939845 2.392125 0.57 -0.39 0.86 0.113
H 1.079858 -0.634975 2.493402 -0.74 -0.06 -0.36 0.115
C 1.799931 3.010803 -2.082468 -2.21 -2.60 -5.69 -0.254
C 1.595252 3.058077 -0.708203 -2.46 -1.23 6.78 -0.261
H 2.323524 2.047489 -2.321087 -0.40 0.72 -0.10 0.083
H 0.747991 2.929928 -2.677827 2.26 0.13 1.29 0.121
H 2.314569 3.754368 -2.622784 0.83 1.30 -0.09 0.039
H 2.529430 2.966910 -0.082689 -0.90 0.05 -0.60 0.082
H 0.978489 3.863557 -0.246246 0.77 0.24 -0.78 0.070
H 0.844186 2.182081 -0.356298 2.09 1.36 -0.79 0.096
```
Forces are in eV/Å.

***

This record from the Open Molecules 2025 dataset describes a 2-piece molecular cluster, C4H9N3OS overall in a non-equilibrium geometry. The level of theory is the ωB97M-V functional and the def2-TZVPD basis.

## Properties
energy: -795.3148 hartree
energy above the lowest of the compared OMol25 structures with the same formula, charge and spin: 100.8 kcal/mol
molar mass: 147.20 g mol⁻¹
gap between HOMO and LUMO: 7.510 eV
LUMO energy: -0.091 eV
E_HOMO: -7.6 eV

```
18
Properties=species:S:1:pos:R:3:forces:R:3:lowdin_charge:R:1
C 2.359172 0.099487 0.435052 -0.05 1.66 -0.42 -0.678
C -0.100186 -0.888469 -0.550988 -1.25 -0.71 1.61 -0.206
C 0.229290 -0.486056 -1.965155 -1.52 1.24 2.27 -0.110
C -1.064960 -0.534098 1.633703 -0.59 0.73 -0.45 -0.014
N -1.035034 1.215683 -0.018443 -0.54 1.04 -0.82 0.098
N 1.957559 1.195150 0.420481 0.21 -0.56 0.87 -0.199
N -0.615168 -0.017989 0.367874 1.92 -2.97 -2.27 -0.254
O 1.465192 2.288816 0.681305 -0.26 1.30 0.06 -0.106
S 2.461704 -1.344779 -0.263288 -0.10 -2.13 0.05 0.659
H -0.546496 -1.920612 -0.294264 1.78 1.27 -0.70 0.151
H -0.764715 -0.340548 -2.290713 -1.53 0.23 -1.23 0.068
H 0.677583 -1.260138 -2.510846 0.88 -0.67 -0.60 0.053
H 0.629178 0.532880 -2.018594 0.60 -0.60 0.00 0.095
H -0.801466 0.136145 2.417928 0.38 0.65 0.59 0.094
H -2.144058 -0.561682 1.575550 -0.49 -0.44 0.31 0.097
H -0.613530 -1.471192 1.834454 0.20 -0.94 0.08 0.086
H -1.815342 1.466169 0.567830 0.09 0.44 0.04 0.100
H -0.278717 1.891241 -0.021883 0.24 0.45 0.62 0.066
```
Forces are in eV/Å.

***

This record from the Open Molecules 2025 dataset describes C4H8Br3NO as an isolated structure in a non-equilibrium geometry. The level of theory is the ωB97M-V functional and the def2-TZVPD basis.

## Properties
energy: -8009.2413 hartree
energy above the lowest of the compared OMol25 structures with the same formula, charge and spin: 0.4 kcal/mol
molar mass: 325.83 g mol⁻¹
gap between HOMO and LUMO: 9.449 eV
LUMO energy: -0.316 eV
E_HOMO: -9.8 eV

```
17
Properties=species:S:1:pos:R:3:forces:R:3:lowdin_charge:R:1
C -1.354113 -1.464830 -0.557532 0.23 -1.50 0.08 -0.007
C -0.116363 -0.667893 -0.827531 -1.35 -0.18 0.45 -0.595
O -0.227399 0.500945 -1.097995 0.48 1.68 -0.36 0.028
N 1.059179 -1.297996 -0.700356 -0.17 -0.32 0.51 0.004
C 2.290098 -0.560776 -0.748303 0.61 -0.34 -1.49 -0.075
H -2.041879 -1.002998 0.150828 0.26 0.25 -0.19 0.058
H -1.016305 -2.411608 -0.136114 -0.43 -0.27 0.18 0.070
H -1.877028 -1.712939 -1.481169 -0.03 0.26 -0.04 0.088
H 1.048545 -2.284982 -0.486231 0.18 0.37 0.07 0.134
H 2.392379 0.285796 -0.069368 -0.16 -0.47 0.46 0.072
H 2.383209 -0.127238 -1.744037 0.00 0.19 -0.12 0.086
H 3.076753 -1.314688 -0.718450 0.27 0.39 0.55 0.087
C -1.162822 2.401209 1.535780 0.12 -0.42 0.86 -1.469
Br -2.187449 3.893889 2.291359 0.45 -0.73 -0.50 0.534
Br -1.482638 0.744244 2.733687 0.52 1.45 -1.15 0.466
Br 0.722363 2.891184 1.317492 -0.87 -0.39 0.35 0.557
H -1.506530 2.128682 0.537940 -0.10 0.03 0.35 -0.037
```
Forces are in eV/Å.

***

This record from the Open Molecules 2025 dataset describes an isolated molecule of C5H8O. The level of theory is the ωB97M-V functional and the def2-TZVPD basis.

## Properties
energy: -270.3686 hartree
energy above the lowest of the compared OMol25 structures with the same formula, charge and spin: 118.8 kcal/mol
molar mass: 84.12 g mol⁻¹
gap between HOMO and LUMO (alpha / beta): 8.444 / 8.448 eV
LUMO energy (alpha / beta): -0.269 / -0.255 eV
E_HOMO (alpha / beta): -8.7 / -8.7 eV

```
14
Properties=species:S:1:pos:R:3:forces:R:3:lowdin_charge:R:1
O -0.706576 1.403661 -0.715385 0.10 0.23 0.03 -0.043
C -0.593259 0.463410 0.335387 0.06 -0.20 0.15 -0.418
C -1.363706 -0.784760 -0.149932 -0.18 -0.04 -0.24 -0.275
C -0.685580 -1.658542 -1.147577 -0.04 -0.05 0.59 0.160
C 1.867340 0.447527 -0.110134 -0.08 -0.04 0.10 0.019
C 0.844794 0.170498 0.692552 0.16 0.03 -0.10 -0.145
H -0.225166 2.196750 -0.443399 -0.10 -0.09 -0.11 0.101
H -1.112218 0.839023 1.233191 0.09 -0.05 -0.15 0.140
H -2.336442 -0.434719 -0.509306 0.09 -0.01 0.10 0.097
H -1.537906 -1.438744 0.728163 0.05 0.02 -0.15 0.131
H 0.242652 -2.016108 -0.654009 -0.02 0.18 -0.25 -0.004
H 1.703603 0.897703 -1.086821 0.03 -0.05 0.16 0.070
H 2.891248 0.216247 0.166642 -0.15 0.03 0.01 0.060
H 1.011216 -0.301942 1.660628 -0.01 0.04 -0.14 0.108
```
Forces are in eV/Å.

***

This record from the Open Molecules 2025 dataset describes C22H36CrN as an isolated structure in a non-equilibrium geometry. The level of theory is the ωB97M-V functional and the def2-TZVPD basis.

## Properties
net charge: +2
energy: -1958.4118 hartree
spin multiplicity: 4
molar mass: 366.53 g mol⁻¹
gap between HOMO and LUMO (alpha / beta): 6.490 / 6.133 eV
⟨S²⟩: 3.933
LUMO energy (alpha / beta): -8.252 / -8.731 eV
E_HOMO (alpha / beta): -14.7 / -14.9 eV

```
60
Properties=species:S:1:pos:R:3:forces:R:3:lowdin_charge:R:1
C 1.327396 1.822317 -0.434397 3.72 0.60 0.88 -0.146
H 1.644384 2.245770 0.530883 0.15 -0.27 -0.35 0.090
H 2.199081 1.884819 -1.106556 -0.33 0.16 0.26 0.079
H 2.066692 0.334762 0.071579 -0.59 1.68 -0.28 0.195
C 0.205836 2.708932 -0.972911 -1.79 -0.95 -0.04 -0.291
H -0.482233 2.149722 -1.631135 0.09 0.27 0.01 0.099
H -0.400504 3.051165 -0.120150 0.05 -0.03 -0.25 0.086
C 0.745453 3.939880 -1.708441 0.53 0.00 -0.04 -0.054
H -0.074443 4.578693 -2.046091 -0.04 -0.19 0.12 0.098
H 1.382501 4.538609 -1.048580 -0.07 -0.14 -0.11 0.098
H 1.331986 3.662077 -2.591071 -0.10 -0.02 0.19 0.086
C -0.145891 -2.055188 -1.171688 0.22 -0.14 -0.80 -0.245
C -0.556871 -0.978568 -2.046694 1.14 -1.24 -0.85 -0.241
C 0.639748 -0.364566 -2.572877 -0.06 -1.13 -0.46 -0.261
C 1.776989 -1.038165 -2.004151 -0.62 -0.15 -0.85 -0.270
C 1.293395 -2.083742 -1.146980 -0.74 -0.55 -0.77 -0.252
C 2.146349 -3.140341 -0.528712 0.14 0.09 0.48 0.014
C 3.201187 -0.825858 -2.396930 0.24 0.27 0.24 0.008
C 0.696293 0.610777 -3.698735 0.10 0.62 -0.04 0.004
C -1.951885 -0.696730 -2.488530 -0.43 0.54 0.31 0.011
C -1.058697 -3.049977 -0.535761 -0.18 -0.11 0.53 0.010
Cr 0.605133 -0.192875 -0.436408 -1.70 0.27 2.78 0.705
H 3.877972 -1.126795 -1.588068 -0.08 0.09 -0.28 0.094
H 3.440320 -1.428780 -3.283872 -0.09 0.11 0.20 0.121
H 3.403069 0.224688 -2.641760 -0.01 -0.27 0.02 0.092
H 3.176652 -2.787436 -0.399972 -0.22 -0.16 -0.02 0.095
H 1.772295 -3.459632 0.451105 0.03 0.03 -0.29 0.085
H 2.171398 -4.022490 -1.182510 -0.04 0.22 0.05 0.123
H -2.040246 -2.609339 -0.319280 0.20 -0.13 -0.06 0.091
H -1.225806 -3.929779 -1.175129 0.14 0.34 0.01 0.117
H -0.645214 -3.412414 0.413920 -0.09 0.08 -0.20 0.095
H -2.030861 0.300880 -2.935768 -0.03 -0.19 0.09 0.087
H -2.318289 -1.411502 -3.242178 0.34 0.06 0.28 0.124
H -2.646566 -0.742646 -1.639085 0.03 -0.04 -0.24 0.083
H 1.539260 1.303553 -3.580437 -0.18 -0.10 -0.08 0.088
H 0.834046 0.107949 -4.668260 -0.03 -0.04 0.37 0.121
H -0.222854 1.201443 -3.776756 0.19 -0.08 -0.01 0.086
C -2.662448 2.626137 1.553383 -0.04 0.23 -0.19 0.003
N -1.627021 1.638517 1.971922 0.22 -0.05 -0.36 -0.185
C -1.223309 1.874943 3.393865 0.29 0.12 0.34 0.031
C -2.104781 0.205273 1.717842 -0.03 0.24 0.03 -0.078
C -1.078955 -0.746079 2.224253 -0.52 -0.90 0.77 -0.301
C -1.379159 -1.488387 3.383972 0.21 0.41 -0.18 -0.025
C -0.390042 -2.269172 3.978498 -0.19 -0.15 0.16 -0.046
C 0.875958 -2.321732 3.398129 0.25 0.18 -0.23 -0.041
C 1.155520 -1.584266 2.231462 0.09 -0.56 0.69 -0.118
C 0.165896 -0.836451 1.611773 0.42 0.88 -1.56 -0.142
H -3.550811 2.485899 2.181400 0.29 0.08 -0.17 0.122
H -2.917763 2.450469 0.502698 0.02 0.05 0.25 0.109
H -2.258435 3.639923 1.677651 -0.22 -0.32 -0.01 0.115
H -0.777416 1.765457 1.377032 -0.69 -0.10 0.65 0.133
H -2.076112 1.661020 4.050756 0.22 0.03 -0.26 0.126
H -0.373416 1.232662 3.657026 -0.36 0.15 -0.15 0.112
H -0.929576 2.927726 3.497518 -0.15 -0.31 -0.06 0.116
H -3.070869 0.110516 2.223318 0.18 0.01 -0.03 0.146
H -2.279541 0.113560 0.638634 0.06 0.20 0.03 0.122
H -2.383018 -1.422415 3.819018 0.41 -0.04 -0.07 0.128
H -0.607425 -2.812016 4.910524 0.14 0.19 -0.61 0.128
H 1.652013 -2.948847 3.841209 -0.20 0.28 -0.06 0.122
H 2.163651 -1.611973 1.810522 -0.27 -0.13 0.19 0.099
```
Forces are in eV/Å.